No. 1
C20H25N3OS | wB97M-V/def2-TZVPD

Last column: natural (NBO) charge in e.
CARTESIAN COORDINATES (ANGSTROEM)
C (2.7392, -6.3419, 4.3719)  -0.57
C (2.5364, -6.6201, 2.7741)  -0.30
C (1.8430, -5.3960, 2.3696)  0.00
C (2.6687, -4.4887, 1.8169)  -0.26
C (2.1142, -3.3880, 0.9771)  -0.19
C (0.7581, -3.0957, 1.1592)  0.12
N (0.1920, -1.7875, 0.7137)  -0.58
C (-0.8819, -1.5268, 0.1061)  0.34
S (-2.0920, -2.7760, -0.1565)  -0.32
N (-1.1997, -0.1829, 0.1409)  -0.44
C (-2.1446, 0.3450, -0.8185)  -0.25
C (-1.6166, 0.7423, -2.1094)  -0.28
N (-0.7906, 1.8443, -2.1245)  -0.38
C (-1.1820, 3.1288, -1.9092)  0.18
C (-2.5206, 3.3827, -2.3439)  -0.31
C (-2.8869, 4.8273, -1.9964)  -0.08
C (-1.9608, 5.8237, -2.1338)  -0.34
C (-0.6145, 5.3986, -1.9292)  0.35
O (0.5609, 6.3370, -1.9480)  -0.55
C (0.2766, 7.8018, -2.1354)  -0.18
C (-0.0987, 4.0761, -2.0862)  -0.31
C (0.4141, 1.3820, -1.0545)  -0.27
C (-0.2316, 0.8898, 0.0761)  -0.28
C (-0.0489, -3.8354, 1.9209)  -0.17
C (0.2542, -5.1664, 2.4320)  -0.15
H (1.9214, -5.9362, 4.8638)  0.21
H (3.0695, -7.2236, 4.6398)  0.20
H (3.5816, -5.5988, 4.3118)  0.20
H (1.5091, -7.4687, 2.7369)  0.14
H (3.1250, -7.1194, 2.3613)  0.16
H (3.7345, -4.5532, 1.4929)  0.22
H (2.8086, -2.5223, 0.5861)  0.21
H (1.0742, -0.9988, 0.4266)  0.39
H (-2.8800, -0.6690, -0.9908)  0.25
H (-2.6998, 1.0601, -0.3316)  0.20
H (-2.4148, 1.1962, -2.7820)  0.23
H (-1.2228, -0.1789, -2.4128)  0.21
H (-3.2706, 2.8416, -2.1265)  0.19
H (-3.6699, 5.1845, -2.1753)  0.15
H (-2.2894, 6.8518, -2.2929)  0.23
H (1.1546, 8.1948, -2.2683)  0.19
H (-0.2473, 8.0375, -1.4411)  0.15
H (-0.3002, 7.9909, -3.1325)  0.15
H (1.0390, 3.9307, -1.9912)  0.25
H (0.8291, 2.1954, -0.9282)  0.21
H (0.7755, 0.4478, -1.4500)  0.20
H (0.3681, 0.7221, 1.2058)  0.23
H (-0.9034, 1.7275, 0.6677)  0.23
H (-0.9256, -3.6019, 2.0122)  0.20
H (-0.2543, -5.8841, 2.9051)  0.21

lowest unoccupied orbital energy: 0.18 eV
total energy: -1414.15985 hartree
E_HOMO: -7.73 eV
SMILES string: CCc1ccc(NC(=S)N2CCN(c3cccc(OC)c3)CC2)cc1
HOMO-LUMO gap: 7.91 eV
energy above the lowest of the compared OMol25 structures with the same formula, charge and spin: 1867.90 kJ/mol
multiplicity: 1

***

No. 2
C5H8 | wB97M-V/def2-TZVPD

Last column: natural (NBO) charge in e.
CARTESIAN COORDINATES (ANGSTROEM)
C (2.5643, 0.2362, -0.6392)  -0.68
C (1.2820, -0.2559, -0.1506)  -0.01
C (0.1811, -0.5980, 0.1983)  -0.03
C (-1.2449, -0.6690, 0.5191)  -0.47
C (-1.9684, 0.4564, -0.2362)  -0.59
H (2.6885, 1.2955, -0.3786)  0.23
H (3.3964, -0.3229, -0.2000)  0.23
H (2.6053, 0.1598, -1.7315)  0.23
H (-1.6676, -1.6483, 0.2634)  0.22
H (-1.3931, -0.5268, 1.5956)  0.22
H (-1.3816, 1.3824, -0.1808)  0.21
H (-2.9559, 0.6425, 0.1945)  0.21
H (-2.1003, 0.2090, -1.2937)  0.21

lowest unoccupied orbital energy: 1.08 eV
total energy: -195.24946 hartree
E_HOMO: -9.36 eV
SMILES string: CC#CCC
HOMO-LUMO gap: 10.44 eV
energy above the lowest of the compared OMol25 structures with the same formula, charge and spin: 111.76 kJ/mol
multiplicity: 1

***

No. 3
C20H27N2O2 | wB97M-V/def2-TZVPD

Last column: natural (NBO) charge in e.
CARTESIAN COORDINATES (ANGSTROEM)
C (-2.1029, -3.4456, -0.6184)  -0.64
C (-3.3348, -2.5447, -0.7028)  -0.21
N (-3.1265, -1.1534, -0.3389)  -0.44
C (-2.2250, -0.4125, -1.1901)  -0.24
C (-2.4530, 1.0783, -0.9454)  -0.23
N (-2.1722, 1.3860, 0.4750)  -0.38
C (-2.1692, 2.8344, 0.7798)  -0.23
C (-0.8014, 3.4064, 0.3725)  -0.08
O (0.1398, 2.4263, 0.7565)  -0.56
C (1.4235, 2.4743, 0.2228)  0.38
C (1.9755, 3.5905, -0.3783)  -0.35
C (3.2770, 3.5113, -0.8571)  -0.15
C (4.0046, 2.3460, -0.7576)  -0.26
C (3.4366, 1.2193, -0.1596)  0.34
O (4.2133, 0.1168, -0.0479)  -0.48
C (3.6467, -1.1306, 0.1026)  0.36
C (2.5659, -1.5499, -0.6657)  -0.31
C (2.0822, -2.8378, -0.5190)  -0.19
C (2.6691, -3.7092, 0.3828)  -0.23
C (3.7560, -3.2930, 1.1336)  -0.18
C (4.2466, -2.0071, 0.9984)  -0.27
C (2.1406, 1.2914, 0.3374)  -0.37
C (-3.0509, 0.5752, 1.3443)  -0.22
C (-2.8183, -0.9070, 1.0506)  -0.24
H (-1.7001, -3.4707, 0.3914)  0.21
H (-1.3262, -3.1091, -1.3009)  0.20
H (-2.3806, -4.4574, -0.8965)  0.24
H (-4.1181, -2.9304, -0.0471)  0.21
H (-3.7227, -2.5502, -1.7240)  0.20
H (-2.4497, -0.6426, -2.2322)  0.24
H (-1.1611, -0.6498, -1.0043)  0.18
H (-1.8000, 1.6737, -1.5836)  0.23
H (-3.4952, 1.3290, -1.1518)  0.23
H (-1.1819, 1.1166, 0.6613)  0.47
H (-2.9831, 3.3402, 0.2610)  0.24
H (-2.3001, 2.9560, 1.8564)  0.23
H (-0.6279, 4.3549, 0.8919)  0.22
H (-0.7471, 3.5870, -0.7087)  0.19
H (1.4289, 4.5156, -0.4611)  0.22
H (3.7201, 4.3800, -1.3173)  0.23
H (5.0141, 2.2821, -1.1282)  0.24
H (2.1296, -0.8748, -1.3892)  0.22
H (1.2516, -3.1685, -1.1255)  0.21
H (2.2882, -4.7130, 0.4891)  0.22
H (4.2257, -3.9722, 1.8279)  0.23
H (5.0962, -1.6689, 1.5697)  0.23
H (1.6953, 0.4448, 0.8384)  0.23
H (-2.8281, 0.7945, 2.3894)  0.23
H (-4.0884, 0.8370, 1.1292)  0.23
H (-3.4860, -1.5023, 1.6742)  0.24
H (-1.7766, -1.1666, 1.3148)  0.18

lowest unoccupied orbital energy: -2.21 eV
total energy: -1038.05342 hartree
E_HOMO: -10.93 eV
SMILES string: CCN1CC[NH+](CCOc2cccc(Oc3ccccc3)c2)CC1
HOMO-LUMO gap: 8.72 eV
energy above the lowest of the compared OMol25 structures with the same formula, charge and spin: 26.58 kJ/mol
net charge: +1
multiplicity: 1

***

No. 4
C6H9N | wB97M-V/def2-TZVPD

Last column: natural (NBO) charge in e.
CARTESIAN COORDINATES (ANGSTROEM)
C (0.2596, -2.0921, 0.3321)  -0.40
N (-0.2157, -0.7914, -0.0579)  -0.48
C (-0.5292, 0.2407, 0.8809)  -0.06
C (0.1588, 1.5525, 0.4498)  -0.25
C (0.9760, 1.0621, -0.7369)  -0.41
C (-0.2987, 0.2550, -1.1224)  -0.01
C (-1.1541, 1.1178, -0.1356)  -0.25
H (0.8676, -2.0310, 1.2500)  0.19
H (0.8419, -2.6577, -0.4046)  0.20
H (-0.6298, -2.6875, 0.5781)  0.18
H (-0.8413, 0.0454, 1.8978)  0.21
H (0.3415, 2.3504, 1.1587)  0.22
H (1.6388, 0.2498, -0.3607)  0.21
H (1.3639, 1.8103, -1.4427)  0.21
H (-0.6142, 0.0692, -2.1574)  0.21
H (-2.1652, 1.5065, -0.1292)  0.23

lowest unoccupied orbital energy: 1.16 eV
total energy: -288.61524 hartree
E_HOMO: -7.27 eV
HOMO-LUMO gap: 8.43 eV
energy above the lowest of the compared OMol25 structures with the same formula, charge and spin: 437.93 kJ/mol
multiplicity: 1

***

No. 5
C4H6N2OS | wB97M-V/def2-TZVPD

Last column: natural (NBO) charge in e.
CARTESIAN COORDINATES (ANGSTROEM)
C (-2.2712, -1.5571, 0.0599)  -0.66
C (-1.1962, -0.3688, 0.0095)  0.14
N (-1.6253, 1.0230, 0.0858)  -0.35
N (-0.6290, 1.8941, -0.0570)  -0.33
C (0.4390, 1.0957, -0.0269)  0.39
O (1.6746, 1.6826, 0.1059)  -0.66
C (0.1907, -0.2853, -0.2550)  -0.26
S (1.7043, -1.4293, 0.0618)  -0.04
H (-2.2929, -2.1650, 1.0796)  0.25
H (-2.2276, -2.2047, -0.7920)  0.23
H (-3.2597, -1.0173, -0.3418)  0.23
H (-2.6315, 1.3720, 0.1654)  0.42
H (1.4248, 2.5324, -0.3754)  0.49
H (1.1285, -2.8356, -0.4990)  0.16

lowest unoccupied orbital energy: 0.41 eV
total energy: -738.84878 hartree
E_HOMO: -8.61 eV
SMILES string: Cc1[nH]nc(O)c1S
HOMO-LUMO gap: 9.02 eV
energy above the lowest of the compared OMol25 structures with the same formula, charge and spin: 409.30 kJ/mol
multiplicity: 1

***

No. 6
C3H7NO2 | wB97M-V/def2-TZVPD

Last column: natural (NBO) charge in e.
CARTESIAN COORDINATES (ANGSTROEM)
H (-1.5078, 1.7409, 0.2006)  0.35
N (-1.7305, 0.7475, 0.2113)  -0.60
C (-0.7339, -0.0078, 0.0560)  0.28
C (-0.9065, -1.4884, -0.0121)  -0.67
C (0.6689, 0.5016, -0.2473)  0.30
O (1.3916, -0.1361, 0.8449)  -0.73
O (0.7014, 1.8854, -0.1682)  -0.71
H (-1.9304, -1.7460, 0.2392)  0.24
H (-0.2390, -1.9734, 0.6974)  0.24
H (-0.6626, -1.8536, -1.0081)  0.22
H (1.0072, 0.1457, -1.2419)  0.14
H (2.3447, -0.0288, 0.7385)  0.47
H (1.5969, 2.2131, -0.3102)  0.48

lowest unoccupied orbital energy: 0.39 eV
total energy: -323.72226 hartree
E_HOMO: -9.70 eV
SMILES string: [H]/N=C(/C)C(O)O
HOMO-LUMO gap: 10.09 eV
energy above the lowest of the compared OMol25 structures with the same formula, charge and spin: 154.15 kJ/mol
multiplicity: 1

***

No. 7
C4H6N2 | wB97M-V/def2-TZVPD

Last column: natural (NBO) charge in e.
CARTESIAN COORDINATES (ANGSTROEM)
C (-0.8662, 0.3688, -0.0348)  0.25
C (0.5136, -0.1633, -0.0964)  0.21
C (-1.2826, -1.0777, 0.0426)  -0.31
C (2.0217, 0.3935, 0.0613)  -0.67
N (0.2186, -1.3886, -0.0646)  -0.34
N (-1.4098, 1.5425, -0.1285)  -0.60
H (-1.6771, -1.3954, 0.8917)  0.20
H (-1.9730, -1.5494, -0.6957)  0.20
H (2.1880, 1.3921, -0.5026)  0.23
H (2.7802, -0.2970, -0.4006)  0.25
H (1.8696, 0.5309, 1.1746)  0.24
H (-2.3832, 1.6435, -0.2470)  0.35

lowest unoccupied orbital energy: 0.53 eV
total energy: -265.42425 hartree
E_HOMO: -10.06 eV
HOMO-LUMO gap: 10.59 eV
energy above the lowest of the compared OMol25 structures with the same formula, charge and spin: 292.28 kJ/mol
multiplicity: 1

***

No. 8
C26H54BrFN13O7 | wB97M-V/def2-TZVPD

Last column: Mulliken charge in e.
CARTESIAN COORDINATES (ANGSTROEM)
C (-3.9004, -3.6883, 1.4429)  -0.84
C (-3.2037, -4.4133, 2.6251)  -0.78
C (-1.8698, -3.7958, 3.0232)  -0.31
O (-0.8066, -4.2814, 2.1863)  -0.42
C (-0.3866, -3.3839, 1.1831)  -1.09
C (1.1935, -3.3580, 1.0789)  1.62
C (1.7417, -4.2649, -0.0255)  -2.12
C (1.8693, -3.5938, -1.4003)  0.43
C (1.7892, -4.7045, -2.5028)  -1.30
Br (0.4350, -2.3012, -1.7938)  -0.12
C (1.8775, -1.9814, 1.2067)  -1.44
C (1.8748, -1.5726, 2.7163)  2.02
C (3.2975, -1.0764, 3.1639)  -1.24
C (3.3259, -0.4637, 4.5397)  -0.90
F (3.0776, -1.3939, 5.5542)  -0.40
C (0.6810, -0.6984, 3.1170)  -0.69
C (0.4454, 0.4899, 2.1927)  0.90
C (1.4095, 1.0750, 1.4095)  0.04
C (1.1494, 2.1198, 0.5602)  -0.76
C (-0.1272, 2.6196, 0.4761)  -0.35
C (-1.0907, 2.0517, 1.2695)  -0.75
C (-0.8322, 1.0136, 2.1118)  -0.86
C (1.8897, -2.9950, 3.2804)  -1.83
N (1.5757, -3.8890, 2.4304)  0.07
H (-3.4311, -2.7050, 1.3245)  0.19
H (-4.9461, -3.5054, 1.6849)  0.36
H (-3.8419, -4.2580, 0.5149)  0.22
H (-3.8544, -4.3215, 3.5041)  0.42
H (-3.1090, -5.4885, 2.4572)  0.30
H (-1.6460, -4.1537, 4.0376)  0.35
H (-1.9204, -2.7040, 3.0825)  0.16
H (-0.7861, -2.3698, 1.2776)  0.56
H (-0.7505, -3.7787, 0.2274)  0.50
H (1.1904, -5.2081, -0.0550)  0.52
H (2.7651, -4.5285, 0.2817)  0.31
H (2.8173, -3.0829, -1.5517)  0.66
H (2.5599, -4.5873, -3.2649)  0.30
H (1.7733, -5.6934, -2.0455)  0.43
H (0.8343, -4.5958, -3.0216)  0.37
H (1.3590, -1.2927, 0.5469)  0.64
H (2.9374, -2.1049, 0.9543)  0.42
H (3.9181, -1.9857, 3.2184)  0.69
H (3.7559, -0.4023, 2.4404)  0.69
H (2.6253, 0.3688, 4.6392)  0.38
H (4.3154, -0.0354, 4.7137)  0.39
H (0.7281, -0.3364, 4.1465)  0.86
H (-0.2084, -1.3305, 3.0261)  -0.76
H (2.4271, 0.6990, 1.4169)  0.51
H (1.9567, 2.5129, -0.0491)  0.38
H (-0.3504, 3.4275, -0.2098)  0.48
H (-2.1145, 2.4226, 1.2116)  0.37
H (-1.6175, 0.5817, 2.7268)  0.46
H (2.1644, -3.2361, 4.3045)  0.62
H (1.5673, -4.8540, 2.7471)  0.34
C (-6.9989, -3.8823, -1.0141)  0.69
O (-6.9119, -3.6633, 0.1802)  -0.63
N (-6.7837, -2.9150, -1.9565)  -0.40
N (-7.3198, -5.1139, -1.5156)  -0.40
H (-6.8533, -3.0802, -2.9421)  0.16
H (-6.5480, -1.9970, -1.6277)  0.22
H (-7.4872, -5.8498, -0.8554)  0.21
H (-7.3962, -5.3074, -2.4957)  0.16
C (1.7060, -0.2659, -5.2374)  0.69
O (0.9852, 0.5248, -4.6431)  -0.71
N (2.0243, -1.4856, -4.7173)  -0.26
N (2.2478, 0.0073, -6.4583)  -0.39
H (2.6091, -2.1519, -5.1848)  0.15
H (1.6508, -1.6966, -3.8059)  0.00
H (2.0326, 0.8960, -6.8705)  0.24
H (2.8403, -0.6315, -6.9536)  0.15
C (-3.5263, 3.7453, -1.1633)  0.74
O (-3.8985, 2.9396, -0.3224)  -0.69
N (-2.8298, 3.3639, -2.2811)  -0.34
N (-3.7663, 5.0793, -1.0659)  -0.29
H (-2.5171, 4.0093, -2.9803)  0.15
H (-2.6313, 2.3870, -2.3902)  0.18
H (-4.2725, 5.3989, -0.2616)  0.17
H (-3.4677, 5.7540, -1.7477)  0.12
C (3.7635, 2.2159, -2.1326)  0.70
O (4.3537, 1.7894, -1.1501)  -0.63
N (2.7808, 1.5144, -2.7613)  -0.08
N (4.0424, 3.4379, -2.6810)  -0.43
H (2.2799, 1.8442, -3.5658)  0.12
H (2.5485, 0.6157, -2.3837)  0.01
H (4.7605, 3.9856, -2.2452)  0.22
H (3.5673, 3.8011, -3.4847)  0.15
C (-4.3168, 8.6622, -2.6532)  0.67
O (-3.8368, 7.9665, -1.7709)  -0.67
N (-3.7992, 8.7104, -3.9166)  -0.38
N (-5.4095, 9.4501, -2.4480)  -0.40
H (-4.1836, 9.2775, -4.6479)  0.17
H (-2.9926, 8.1467, -4.1065)  0.20
H (-5.8177, 9.4419, -1.5317)  0.22
H (-5.8147, 10.0269, -3.1600)  0.17
C (5.6783, 2.4668, 3.4185)  0.56
O (4.7055, 1.8425, 3.0202)  -0.48
N (5.6478, 3.2246, 4.5526)  -0.40
N (6.8714, 2.4574, 2.7600)  -0.41
H (6.4364, 3.7427, 4.8903)  0.16
H (4.7846, 3.2585, 5.0622)  0.21
H (6.9292, 1.9138, 1.9184)  0.23
H (7.6771, 2.9648, 3.0723)  0.16

lowest unoccupied orbital energy: -2.65 eV
total energy: -4935.50385 hartree
E_HOMO: -10.76 eV
HOMO-LUMO gap: 8.11 eV
net charge: +1
multiplicity: 1